No. 1
ORCA calculation (ωB97M-V/def2-TZVPD) on a molecular structure, C25H46BFeN5O5P2.

Its spin multiplicity is 6. Its HOMO energy (alpha / beta) is -2.76 / -3.07 eV. Its total charge is -1. For the LUMO energy (alpha / beta), the calculation gives 2.33 / 2.33 eV.

XYZ file:
```
85
Properties=species:S:1:pos:R:3:nbo_charge:R:1
Fe -0.111 2.042 -0.227 1.375
C 2.143 3.511 -0.329 -0.358
C 1.310 4.167 0.591 -0.318
C 0.123 4.537 -0.081 -0.388
C 0.241 4.137 -1.431 -0.364
C 1.485 3.495 -1.582 -0.378
H 3.093 3.045 -0.105 0.199
H 1.486 4.263 1.651 0.222
H -0.728 5.036 0.359 0.214
H -0.504 4.272 -2.201 0.219
H 1.856 3.045 -2.492 0.201
C -0.067 0.786 -3.943 -0.408
N 0.609 -0.450 -3.556 -0.828
C 0.301 -1.590 -4.397 -0.399
P 1.404 -0.621 -2.132 2.534
O 1.359 0.589 -1.298 -1.119
O 0.847 -1.995 -1.515 -1.119
P 0.470 -2.324 0.043 2.467
O -0.656 -1.559 0.561 -1.052
N 1.844 -2.140 0.930 -0.818
C 1.994 -0.899 1.689 -0.421
C 3.094 -2.760 0.533 -0.408
N 0.287 -3.977 -0.133 -0.797
C -0.015 -4.646 1.133 -0.418
C -0.650 -4.390 -1.183 -0.415
N 2.989 -1.069 -2.386 -0.807
C 3.339 -2.332 -3.004 -0.409
C 3.903 0.014 -2.724 -0.414
H -1.133 0.590 -4.078 0.213
H 0.360 1.164 -4.878 0.170
H 0.032 1.535 -3.163 0.255
H -0.784 -1.679 -4.512 0.209
H 0.665 -2.517 -3.955 0.199
H 0.750 -1.485 -5.391 0.181
H 1.011 -0.489 1.909 0.263
H 2.553 -0.151 1.119 0.202
H 2.522 -1.110 2.623 0.180
H 2.900 -3.642 -0.076 0.214
H 3.649 -3.071 1.423 0.187
H 3.718 -2.062 -0.035 0.195
H 0.698 -4.339 1.896 0.217
H 0.074 -5.725 0.987 0.189
H -1.028 -4.417 1.484 0.195
H -0.362 -3.962 -2.139 0.214
H -1.678 -4.083 -0.958 0.199
H -0.616 -5.478 -1.265 0.190
H 2.649 -3.115 -2.695 0.217
H 4.344 -2.623 -2.687 0.192
H 3.338 -2.271 -4.101 0.175
H 3.584 0.932 -2.233 0.246
H 3.951 0.184 -3.807 0.173
H 4.906 -0.241 -2.372 0.189
N -1.593 1.571 -1.133 -0.828
C -2.621 0.924 -1.658 0.139
C -2.579 -0.467 -1.990 -0.315
C -3.647 -1.111 -2.582 -0.200
C -4.833 -0.443 -2.884 -0.346
C -4.910 0.911 -2.556 -0.220
C -3.855 1.577 -1.967 -0.251
H -1.685 -1.018 -1.734 0.200
H -3.559 -2.172 -2.806 0.181
H -5.666 -0.957 -3.346 0.188
H -5.822 1.462 -2.770 0.187
H -3.938 2.630 -1.721 0.194
C 0.706 0.956 4.792 -0.633
C -0.341 1.938 4.273 0.248
C -0.513 3.077 5.264 -0.624
O 0.144 2.468 3.031 -0.778
B -0.418 1.748 1.958 0.471
O -1.399 0.902 2.480 -0.755
C -1.662 1.244 3.842 0.226
C -2.000 -0.024 4.609 -0.618
C -2.860 2.189 3.849 -0.630
H 1.658 1.481 4.885 0.212
H 0.836 0.132 4.091 0.215
H 0.435 0.547 5.768 0.197
H 0.464 3.468 5.554 0.208
H -1.025 2.733 6.168 0.196
H -1.087 3.890 4.824 0.221
H -1.219 -0.774 4.493 0.215
H -2.928 -0.442 4.216 0.218
H -2.140 0.184 5.675 0.192
H -2.627 3.109 3.311 0.221
H -3.178 2.440 4.864 0.192
H -3.684 1.699 3.332 0.223
```

No. 2
ORCA calculation (ωB97M-V/def2-TZVPD) on 2 unconnected molecules or ions with the total composition C25H46BO4.

The value obtained for the energy relative to the best compared isomer or geometry (same formula, charge and spin) is 571.7 kJ/mol. Its HOMO energy is -4.53 eV. Its total charge is -1. For the LUMO energy, the calculation gives 2.52 eV.

XYZ file:
```
76
Properties=species:S:1:pos:R:3:lowdin_charge:R:1
C 0.541 -1.205 7.031 -0.135
C -0.357 -1.277 5.665 -0.206
C 0.355 -2.132 4.507 -0.237
O 0.833 -1.423 3.372 -0.094
B -0.183 -0.782 2.514 -0.841
C -1.606 -1.583 2.333 -0.130
C -2.814 -1.193 3.307 -0.193
C -4.011 -0.584 2.371 -0.115
C -3.550 0.787 1.655 -0.397
O -3.739 1.854 2.306 0.020
O -2.909 0.857 0.384 0.029
C -0.301 0.826 2.849 -0.069
C 0.818 1.432 3.820 -0.182
O 1.089 2.845 3.462 -0.257
C 0.132 3.728 4.085 -0.257
C 0.796 4.190 5.510 -0.106
C 0.477 -0.856 0.969 -0.139
C 1.860 -0.059 0.805 -0.160
C 1.596 1.097 -0.297 -0.150
C 1.284 0.670 -1.787 -0.035
C 0.967 1.741 -2.896 -0.092
C 0.951 3.285 -2.567 -0.116
C 1.302 3.701 -1.118 -0.089
C 1.615 2.615 -0.016 -0.023
H 0.299 -0.259 7.639 0.063
H 1.654 -1.359 6.840 0.064
H 0.199 -2.091 7.691 0.063
H -1.300 -1.877 5.980 0.102
H -0.732 -0.245 5.368 0.082
H 1.299 -2.593 5.012 0.115
H -0.300 -3.063 4.275 0.113
H -1.963 -1.426 1.240 0.089
H -1.435 -2.730 2.417 0.104
H -3.259 -2.165 3.743 0.106
H -2.579 -0.453 4.140 0.095
H -4.174 -1.346 1.516 0.110
H -4.986 -0.438 2.967 0.115
H -3.430 0.359 -0.294 0.119
H -0.235 1.431 1.860 0.115
H -1.321 1.151 3.304 0.085
H 0.504 1.475 4.938 0.111
H 1.833 0.916 3.800 0.120
H 0.120 4.691 3.440 0.118
H -0.917 3.295 4.205 0.120
H 0.304 3.541 6.309 0.058
H 1.942 4.041 5.466 0.082
H 0.653 5.324 5.684 0.063
H -0.271 -0.472 0.187 0.089
H 0.700 -1.979 0.776 0.106
H 2.335 0.329 1.763 0.102
H 2.622 -0.770 0.307 0.105
H 1.275 -0.425 -2.116 0.083
H 0.730 1.468 -3.976 0.054
H 0.696 4.085 -3.352 0.070
H 1.302 4.817 -0.833 0.076
H 1.861 3.026 1.016 0.080
C -1.455 -1.103 -5.769 -0.112
C -0.564 -2.313 -6.013 -0.272
C 0.927 -1.996 -5.886 -0.224
C 1.466 -0.977 -6.895 -0.228
C 1.261 -1.346 -8.366 -0.275
C 1.982 -2.625 -8.769 -0.119
H -1.280 -0.316 -6.507 0.065
H -2.508 -1.392 -5.836 0.068
H -1.284 -0.688 -4.772 0.073
H -0.784 -2.741 -6.995 0.095
H -0.818 -3.085 -5.279 0.105
H 1.492 -2.931 -5.974 0.100
H 1.125 -1.620 -4.876 0.104
H 2.538 -0.841 -6.708 0.111
H 1.004 -0.002 -6.710 0.097
H 1.637 -0.524 -8.985 0.103
H 0.195 -1.438 -8.593 0.097
H 3.058 -2.538 -8.594 0.074
H 1.829 -2.825 -9.834 0.067
H 1.611 -3.491 -8.215 0.065
```

No. 3
ORCA calculation (ωB97M-V/def2-TZVPD) on 7 unconnected molecules or ions with the total composition C25H46BrN2O19.

Its HOMO energy is -12.19 eV. Its total charge is +1. For the LUMO energy, the calculation gives -5.30 eV.

XYZ file:
```
93
Properties=species:S:1:pos:R:3:lowdin_charge:R:1
C 3.582 1.203 -2.547 -0.080
C 2.572 2.074 -1.698 -0.185
C 1.327 1.169 -1.403 -0.164
O 0.619 0.953 -2.657 -0.022
N -0.728 1.076 -2.487 -0.141
C -1.231 2.280 -2.668 0.052
C -2.622 2.569 -2.483 0.069
C -3.346 1.404 -2.085 -0.029
C -2.607 0.195 -1.986 -0.620
Br -3.636 -1.380 -1.497 0.857
N -1.324 -0.041 -2.166 0.181
H 3.400 0.119 -2.375 0.064
H 4.641 1.399 -2.293 0.078
H 3.381 1.429 -3.617 0.081
H 2.207 2.899 -2.342 0.103
H 3.046 2.442 -0.770 0.120
H 1.732 0.224 -0.978 0.126
H 0.688 1.610 -0.608 0.132
H -0.559 3.097 -2.969 0.171
H -3.067 3.561 -2.613 0.143
H -4.420 1.417 -1.863 0.127
C -3.453 3.633 1.002 -0.044
O -2.776 4.881 0.871 -0.003
C -3.384 5.900 1.497 -0.604
O -4.406 5.827 2.126 0.126
O -2.658 6.999 1.299 0.009
C -3.191 8.176 1.916 -0.028
H -2.874 2.886 0.460 0.073
H -3.513 3.331 2.047 0.093
H -4.450 3.688 0.562 0.105
H -3.237 8.055 2.998 0.102
H -4.177 8.408 1.514 0.101
H -2.518 8.997 1.685 0.097
C 7.545 -3.780 -1.545 -0.029
O 6.246 -4.370 -1.447 0.013
C 5.253 -3.494 -1.311 -0.613
O 5.364 -2.295 -1.268 0.122
O 4.106 -4.181 -1.229 -0.056
C 2.945 -3.369 -1.078 -0.041
H 8.263 -4.590 -1.652 0.097
H 7.610 -3.139 -2.424 0.096
H 7.782 -3.220 -0.642 0.102
H 2.822 -2.709 -1.938 0.091
H 2.997 -2.791 -0.154 0.102
H 2.086 -4.035 -1.024 0.099
C 7.976 1.007 -4.466 -0.042
O 8.640 2.264 -4.592 0.009
C 8.027 3.273 -3.968 -0.617
O 7.003 3.197 -3.338 0.107
O 8.747 4.379 -4.166 0.009
C 8.209 5.549 -3.550 -0.041
H 8.565 0.272 -5.010 0.094
H 7.921 0.704 -3.420 0.097
H 6.980 1.051 -4.906 0.095
H 8.163 5.428 -2.468 0.098
H 7.222 5.776 -3.953 0.096
H 8.878 6.375 -3.780 0.095
C -6.969 -1.932 -0.334 -0.072
O -7.767 -2.324 0.774 -0.055
C -7.593 -3.598 1.152 -0.633
O -6.845 -4.388 0.639 0.134
O -8.389 -3.829 2.194 0.010
C -8.309 -5.160 2.714 -0.026
H -7.191 -0.888 -0.548 0.100
H -5.908 -2.019 -0.089 0.022
H -7.209 -2.525 -1.217 0.106
H -7.302 -5.373 3.071 0.100
H -8.611 -5.885 1.959 0.101
H -8.998 -5.223 3.553 0.097
C 3.352 -5.203 5.249 -0.043
O 2.836 -5.659 3.997 0.000
C 3.728 -5.652 3.001 -0.616
O 4.877 -5.304 3.085 0.127
O 3.121 -6.097 1.898 0.008
C 3.966 -6.143 0.743 -0.027
H 2.542 -5.255 5.973 0.093
H 4.164 -5.847 5.587 0.099
H 3.688 -4.169 5.173 0.096
H 4.801 -6.825 0.906 0.109
H 4.324 -5.158 0.497 0.068
H 3.372 -6.517 -0.087 0.102
C -6.501 -1.188 2.904 -0.028
O -5.771 0.031 2.715 0.003
C -6.330 1.098 3.296 -0.611
O -7.348 1.101 3.933 0.144
O -5.560 2.166 3.042 -0.025
C -6.049 3.387 3.610 -0.030
H -5.957 -1.979 2.393 0.095
H -6.564 -1.440 3.964 0.112
H -7.490 -1.108 2.472 0.095
H -6.093 3.314 4.696 0.104
H -7.029 3.634 3.203 0.106
H -5.352 4.177 3.341 0.060
```

Number 1: molecular weight 625.28 g/mol, DFT total energy -98006.800 eV, largest force on an atom 0.41 eV Å⁻¹. Number 2: molecular weight 421.45 g/mol, DFT total energy -35532.402 eV, largest force on an atom 4.80 eV Å⁻¹. Number 3: molecular weight 758.54 g/mol, DFT total energy -138585.949 eV, largest force on an atom 3.21 eV Å⁻¹.